93
Properties=species:S:1:pos:R:3 method="wB97M-V/def2-TZVPD" lumo_energy_ev=-3.2 energy_ev=-236827.4001 max_force_ev_per_a=8.6 e_homo_ev=-11.6 charge=+1
O 7.97219 1.23345 -0.30612
C 6.92847 0.49677 0.11405
I 7.04484 -1.66610 -0.22476
C 5.67799 1.27139 0.83842
C 4.38079 1.54109 -0.16373
C 4.75233 1.28743 -1.74061
N 3.64511 1.65987 -2.70277
C 2.47421 2.28053 -1.95130
C 2.96383 3.40725 -0.86563
C 1.69009 4.19246 -0.15651
C 0.69731 3.20780 0.70981
C -0.51566 2.74796 -0.29814
C -0.88489 1.15120 -0.25127
O -1.65995 0.72632 0.92681
P 3.94275 4.76887 -1.84852
S 2.80449 5.90755 -2.94126
O 3.89212 2.89221 0.15356
H 5.27144 0.60939 1.71854
H 6.08465 2.29166 1.26286
H 3.55405 0.74971 0.12593
H 5.76412 1.80948 -2.05751
H 4.93453 0.11377 -1.85615
H 3.28061 0.79130 -3.16346
H 3.93573 2.32184 -3.45833
H 1.86445 1.44239 -1.37623
H 1.74395 2.70568 -2.78248
H 2.14382 5.06515 0.51161
H 1.02637 4.74829 -0.97520
H 0.23542 3.88640 1.57571
H 1.24146 2.32082 1.25479
H -1.50217 3.39268 -0.13095
H -0.18209 2.98698 -1.41745
H 0.07097 0.46580 -0.36706
H -1.55307 0.91980 -1.21169
H -1.98331 -0.20771 0.69947
H 4.68895 5.50180 -0.83782
H 4.90744 4.15681 -2.73014
Cl 6.60975 -3.89794 2.69741
C 6.24502 -5.52529 2.07192
C 7.34683 -6.05212 1.16619
Cl 7.43682 -5.15907 -0.37249
H 5.28271 -5.48177 1.55261
H 6.13357 -6.18076 2.94089
H 7.15152 -7.09878 0.91293
H 8.32730 -5.99623 1.64905
Cl -2.78583 -2.64596 -1.96891
C -3.78288 -1.47298 -2.86475
C -4.75718 -0.73753 -1.95825
Cl -6.04231 -1.80720 -1.34394
H -4.30285 -2.00975 -3.66419
H -3.09392 -0.75911 -3.32619
H -5.25253 0.06311 -2.51627
H -4.24898 -0.28920 -1.09898
Cl -6.15896 -1.13203 -4.65991
C -6.74937 -2.81084 -4.58549
C -7.44757 -3.23097 -5.86919
Cl -8.99769 -2.38410 -6.09962
H -7.41154 -2.89990 -3.71877
H -5.87554 -3.44633 -4.41301
H -7.67420 -4.30118 -5.83628
H -6.82363 -3.04228 -6.74823
Cl 1.38566 -1.50051 -3.98578
C 0.79526 -3.17933 -3.91135
C 0.09706 -3.59946 -5.19505
Cl -1.45306 -2.75259 -5.42548
H 0.13308 -3.26839 -3.04464
H 1.66909 -3.81482 -3.73887
H -0.12957 -4.66967 -5.16214
H 0.72099 -3.41077 -6.07409
Cl -2.82482 1.90790 4.96813
C -1.24460 1.50839 4.24991
C -0.18015 2.53729 4.59660
Cl -0.47605 4.10439 3.80301
H -1.37732 1.41471 3.16769
H -0.95650 0.52900 4.64359
H 0.79918 2.18945 4.25352
H -0.12123 2.70898 5.67580
Cl -11.16468 -3.80769 1.40517
C -9.38661 -3.88715 1.33659
C -8.81212 -2.97103 0.26767
Cl -9.19532 -3.53499 -1.37800
H -9.09937 -4.92999 1.17054
H -9.01804 -3.58523 2.32157
H -7.72084 -2.94570 0.34676
H -9.18451 -1.94719 0.37105
Cl -0.20972 2.92128 8.17813
C 1.08195 3.64097 9.17120
C 2.01546 4.51725 8.35109
Cl 3.00975 3.56596 7.21991
H 1.62281 2.82833 9.66585
H 0.59069 4.24186 9.94243
H 2.70840 5.04482 9.01388
H 1.46323 5.26404 7.77235